Entry from OMol25: a molecular structure, C32H46Cl2O5P4Pt in a non-equilibrium geometry (ωB97M-V/def2-TZVPD).

Structure (ORCA input):
```
! RIJCOSX wB97M-V def2-TZVPD def2/J DEFGRID3
* xyz 2 5
P -1.2936 -0.7364 -2.5069
C -3.0538 -0.7902 -2.8972
C -3.5714 -0.0149 -3.9503
H -2.9962 0.8209 -4.3518
C -4.8143 -0.3364 -4.5010
H -5.1789 0.2212 -5.3646
C -5.5714 -1.3773 -3.9519
H -6.5294 -1.6429 -4.4023
C -5.1079 -2.0713 -2.8281
H -5.7122 -2.8617 -2.3859
C -3.8610 -1.7599 -2.2765
H -3.5053 -2.2797 -1.3883
C -0.6283 0.7433 -3.2804
C -0.9558 2.0097 -2.7572
H -1.4280 2.0840 -1.7762
C -0.6955 3.1600 -3.5057
H -0.9709 4.1352 -3.1047
C -0.1001 3.0556 -4.7668
H 0.0855 3.9523 -5.3577
C 0.2529 1.8030 -5.2734
H 0.7100 1.7121 -6.2605
C 0.0099 0.6495 -4.5301
H 0.2856 -0.3306 -4.9236
C -0.5762 -2.1878 -3.3163
C -1.2377 -2.7676 -4.4156
H -2.2586 -2.4665 -4.6613
C -0.5892 -3.7180 -5.2070
H -1.0947 -4.1148 -6.0871
C 0.7043 -4.1340 -4.8746
H 1.2279 -4.8408 -5.5202
C 1.3221 -3.6466 -3.7169
H 2.3155 -4.0004 -3.4383
C 0.6776 -2.6908 -2.9250
H 1.1513 -2.3335 -2.0069
Pt -0.4343 -0.2183 2.1761
C 1.3040 0.7773 2.0860
C 1.8362 1.0867 0.8835
H 1.8096 1.0820 3.0137
C 1.0210 0.6553 -0.3303
O 1.8949 -0.1003 -1.1974
H 1.4502 -0.2249 -2.0569
C -0.2208 -0.1294 0.0577
H 0.6596 1.5601 -0.8553
C -1.0640 -0.7815 -0.7548
Cl -2.4597 -1.4775 2.2993
P 0.7408 -2.0745 2.9982
P -1.4813 1.6641 3.1093
C -0.1307 -2.7584 4.4067
H -1.1709 -2.9378 4.1146
H -0.0942 -2.0089 5.2166
H 0.3599 -3.6887 4.7163
C 0.8896 -3.2727 1.6548
H 1.4695 -2.8224 0.8359
H -0.1180 -3.5169 1.2923
H 1.3981 -4.1793 2.0140
C 2.4117 -1.6836 3.5598
H 2.4048 -0.7803 4.1931
H 3.0589 -1.5153 2.6903
H 2.7989 -2.5279 4.1488
C -2.1712 1.4169 4.7627
H -1.4167 1.6750 5.5161
H -2.4235 0.3569 4.8685
H -3.0691 2.0360 4.8804
C -0.3592 3.0753 3.2717
H 0.1707 3.2307 2.3258
H 0.3716 2.8574 4.0638
H -0.9305 3.9770 3.5258
C -2.8285 2.1256 1.9910
H -3.5936 1.3399 2.0404
H -2.4321 2.1771 0.9686
H -3.2475 3.0989 2.2803
P 3.4880 1.8534 0.7927
C 3.8377 2.4684 2.4364
C 3.4717 3.2045 -0.3766
H 3.7653 1.6701 3.1865
H 3.1189 3.2583 2.6963
H 4.8563 2.8847 2.4467
H 2.9335 2.9122 -1.2872
H 4.5055 3.4705 -0.6307
H 2.9822 4.0781 0.0746
C 4.6564 0.5749 0.3626
H 4.9397 0.0153 1.2646
H 5.5523 1.0345 -0.0732
H 4.1910 -0.1047 -0.3633
H -1.7729 -1.4367 -0.2346
O 2.0068 -0.2026 7.1525
Cl 1.2203 0.6775 6.3137
O 0.0522 -0.0646 5.7897
O 0.7461 1.8470 7.0362
O 2.0329 1.1209 5.1565
*
```

Results
orbital gap (alpha / beta)	3.604 / 3.025	eV
HOMO (alpha / beta)	-9.84 / -13.63	eV